(1)
Density functional theory data (ωB97M-V/def2-TZVPD) for a structure of composition C19H25ClCsF3KNNaO14P2S.

XYZ file:
```
69
Properties=species:S:1:pos:R:3:lowdin_charge:R:1
O 1.15327 2.01577 4.29564 -0.38
P 1.21350 1.65385 2.83644 0.26
O -0.20353 0.73044 2.55659 -0.59
C -0.20271 0.09278 1.22910 -0.32
C -1.63813 0.11695 0.67380 -0.11
C -2.20786 -1.26266 0.33901 -0.19
F -3.50270 -1.38165 0.80374 -0.04
O 1.23363 2.93012 1.94606 -0.41
P -0.32773 3.32060 1.27133 0.41
S -1.73488 3.48384 2.59285 0.30
O 2.67418 0.75106 2.62165 -0.45
C 3.08046 0.63821 1.24686 -0.26
C 2.92760 -0.58475 0.50400 0.01
C 3.41342 -0.42702 -0.80851 -0.12
C 3.95059 0.76658 -1.26231 -0.11
N 4.10003 1.86803 -0.55126 0.14
C 3.65181 1.76042 0.69161 -0.07
H 0.42281 0.67979 0.54784 0.09
H 0.23723 -0.94183 1.24032 0.05
H -2.24824 0.62126 1.43125 0.13
H -1.64578 0.75018 -0.21257 0.11
H -2.18527 -1.44233 -0.73788 0.12
H -1.61806 -2.02776 0.86134 0.07
H -0.12495 4.52428 0.60346 0.01
H -0.59563 2.38934 0.28924 -0.03
H 2.47236 -1.50938 0.88626 0.09
H 3.39406 -1.25166 -1.50430 0.10
H 4.28514 0.81371 -2.29416 0.13
H 3.75446 2.63536 1.32404 0.14
Na 1.56369 -1.09704 -1.74514 0.65
F 0.67806 3.10796 -0.91369 -0.66
O 1.13148 -5.26814 0.84990 0.04
C 1.96613 -4.91345 1.65016 -0.56
O 2.55904 -3.69485 1.55328 -0.09
C 3.50592 -3.53464 2.62117 -0.24
C 3.03820 -4.49199 3.70919 -0.15
C 2.42611 -5.63267 2.89943 -0.13
H 4.51826 -3.76440 2.29329 0.08
H 3.45164 -2.49724 2.94027 0.06
H 3.83434 -4.78131 4.39078 0.12
H 2.24102 -4.02288 4.29802 0.09
H 3.14753 -6.39025 2.60741 0.06
H 1.57775 -6.08444 3.41541 0.12
Cs 1.18108 -0.82450 3.59920 1.61
Cl 4.57566 -5.81419 0.60847 -0.34
F -2.93398 1.95642 4.32379 -0.87
O -1.71390 -5.20104 1.37054 0.23
H -2.19915 -4.44270 0.94714 0.16
H -1.88334 -5.22482 2.34629 0.14
H -0.71763 -5.15628 1.17383 0.13
C -2.44383 5.09602 -3.39160 0.07
C -2.93504 5.16831 -4.63304 -0.24
C -3.68912 4.02481 -5.27588 -0.31
O -4.10054 4.22680 -6.41066 0.08
C -3.87098 2.80532 -4.53122 0.09
C -3.38003 2.73000 -3.28230 -0.22
C -2.63755 3.87325 -2.63289 -0.29
O -2.23166 3.70217 -1.49828 0.07
O -3.51278 1.67050 -2.51074 0.13
O -2.80972 6.23716 -5.41733 0.09
H -1.89881 5.90551 -2.92685 0.13
H -4.39024 1.97627 -4.99744 0.13
H -3.06690 1.89815 -1.67489 0.10
H -3.26483 5.98845 -6.24872 0.11
C -2.90488 -0.88692 -4.26702 -1.01
O -1.85798 -0.24534 -3.98596 -0.09
O -3.20986 -1.94981 -3.60000 -0.06
O -3.72421 -0.53831 -5.17601 -0.05
K 0.15711 4.50471 4.07444 0.75
```

## Properties
Charge = -1
E_tot = -4469.9119 Eh

=====

(2)
Density functional theory data (ωB97M-V/def2-TZVPD) for an isolated molecule of C19H25ClN2O3.

XYZ file:
```
50
Properties=species:S:1:pos:R:3:lowdin_charge:R:1
O 0.11939 3.17984 0.52191 0.05
O 0.99821 -1.61383 0.89521 0.02
Cl -3.96520 3.95692 -2.94895 0.69
O -4.66612 1.01216 -2.95643 0.02
C -0.33238 2.05397 0.38219 -0.43
C 2.13899 -1.20631 1.11746 -0.38
C -2.10853 2.87896 -1.16702 -0.01
C -1.94654 0.52700 -0.75329 0.06
C -3.16150 2.67876 -2.05726 -0.54
C -3.60310 1.38220 -2.20594 -0.27
C -1.45544 1.81804 -0.52053 -0.13
C -3.02229 0.33792 -1.59243 -0.16
N 0.21595 1.02855 1.14329 0.07
N 3.11281 -2.20029 1.09364 0.09
C 4.24435 -2.64613 3.17648 -0.06
C 4.45086 1.71914 2.30175 -0.06
C -6.14228 -0.87256 -2.44066 -0.02
C -4.57522 -0.91143 -4.41317 -0.01
C -3.64574 -0.94008 -1.99545 -0.04
C 1.39042 1.10612 1.99173 -0.13
C 4.86672 -0.62585 1.71762 -0.14
C 2.52963 0.28517 1.37799 -0.15
C 4.42705 -2.09227 1.75681 -0.36
C 3.82240 0.35619 2.24050 -0.36
C -4.75223 -0.41728 -2.95998 -0.50
H -1.75653 3.92382 -1.04109 0.13
H -1.39879 -0.33000 -0.33786 0.13
H -0.03037 0.09684 0.89502 0.07
H 2.65857 -3.12887 0.93523 0.17
H 4.10612 -3.73526 3.09842 0.08
H 5.15297 -2.42990 3.80326 0.09
H 3.39227 -2.20015 3.70707 0.08
H 5.37199 1.73144 2.88212 0.08
H 4.64868 2.04584 1.27561 0.09
H 3.77888 2.46475 2.77043 0.09
H -6.41945 -0.30046 -1.52744 0.10
H -6.14610 -1.90388 -2.16089 0.07
H -6.90998 -0.73974 -3.19747 0.08
H -5.12088 -0.26746 -5.10702 0.09
H -3.51449 -0.95048 -4.64727 0.08
H -4.91595 -1.95620 -4.51014 0.09
H -4.07955 -1.48305 -1.15510 0.13
H -2.92658 -1.61100 -2.47830 0.13
H 1.10008 0.69566 2.96035 0.13
H 1.62723 2.15656 2.23638 0.13
H 5.78683 -0.53270 2.34863 0.13
H 5.14076 -0.38686 0.68051 0.13
H 2.76419 0.67277 0.37191 0.17
H 5.22611 -2.64949 1.25789 0.14
H 3.52382 0.02293 3.23430 0.14
```

## Properties
Charge = 0
Relative energy (zero: lowest compared OMol25 entry of this formula, charge and spin) = 8.0 kcal per mole
E_tot = -1534.4787 Eh

=====

(3)
Density functional theory data (ωB97M-V/def2-TZVPD) for an isolated molecule of C19H25ClN4O2.

XYZ file:
```
51
Properties=species:S:1:pos:R:3:lowdin_charge:R:1
C -1.27224 -3.83765 1.67589 0.01
H -2.25137 -3.91523 1.50756 0.01
C -0.51465 -3.55775 0.19695 -0.20
N -0.99729 -2.40761 -0.38538 -0.22
C -2.33372 -2.52087 -1.12986 0.04
C -2.89073 -0.98199 -1.05240 -0.55
O -3.54782 -0.61566 -1.89501 0.14
N -2.52576 -0.13778 -0.14070 0.15
H -1.86346 -0.55780 0.50060 0.11
C -2.46676 1.24967 -0.02224 -0.49
C -1.51713 1.93751 -0.89944 -0.11
N -0.71047 2.13488 -1.72217 0.20
C -2.18491 1.65010 1.28574 -0.08
C -2.86276 3.28450 1.44623 0.02
H -3.02677 3.57218 2.28841 0.01
H -2.36184 3.87836 0.95937 0.01
C -4.17563 2.75910 0.75627 -0.23
H -4.70544 3.77437 0.39236 0.18
H -4.80530 2.57296 1.34323 0.00
C -3.89276 1.97307 -0.29315 -0.14
H -4.65902 1.13965 -0.60295 0.16
H -3.89281 2.51694 -1.22172 0.12
H -1.14374 1.97957 1.65851 0.13
H -2.74346 1.21793 2.29685 0.19
H -2.38751 -2.63413 -2.22080 0.14
H -2.98368 -2.85541 -0.35035 0.11
C -0.01560 -1.88950 -1.13084 -0.13
C 0.67271 -0.45064 -0.31267 -0.34
O 0.17404 -0.36658 0.95071 -0.09
N 1.69718 -0.03494 -0.81713 0.04
H 1.89175 -0.10926 -1.89652 0.24
C 2.32108 1.11491 -0.43570 -0.15
C 3.86521 0.92858 -0.21891 -0.16
C 4.71521 1.57638 -0.92901 -0.08
C 6.06399 1.38553 -0.84419 -0.16
C 6.59664 0.56936 -0.08172 -0.58
C 5.69577 -0.45581 0.37963 -0.09
C 4.31321 -0.17527 0.75417 0.09
H 3.59798 -0.78723 1.02735 0.04
H 5.92319 -1.17415 1.21312 0.11
Cl 8.33185 -0.03489 0.11628 0.57
H 6.65786 2.16182 -1.12614 0.10
H 4.28030 2.50585 -1.44606 0.16
H 2.08591 1.89687 -0.86874 0.03
H 1.83180 1.32582 0.62302 0.18
H 0.90240 -2.46149 -1.50402 0.15
H -0.38569 -1.32321 -1.96004 0.10
H -0.80244 -4.63701 -0.40093 0.17
H 0.43719 -3.55397 0.25404 0.03
H -1.08714 -4.68483 2.10222 0.00
H -1.04736 -2.94523 2.18030 0.06
```

## Properties
Charge = 0
Relative energy (zero: lowest compared OMol25 entry of this formula, charge and spin) = 391.2 kcal per mole
E_tot = -1568.1243 Eh

=====

(4)
Density functional theory data (ωB97M-V/def2-TZVPD) for a structure of composition C19H25CsN2O5S3.

XYZ file:
```
55
Properties=species:S:1:pos:R:3:lowdin_charge:R:1
Cs -0.91181 -0.19504 0.14736 1.52
O -1.89651 -1.69704 -4.37654 0.13
C -1.75041 -1.10614 -3.19114 -0.49
O -0.71861 -1.14074 -2.57214 0.01
C -3.00561 -0.40454 -2.74314 -0.12
O -2.80391 0.03416 -1.43914 -0.42
C -3.91041 0.70076 -0.85514 -0.11
C -3.49241 0.93306 0.65506 -0.81
O -3.54191 2.08726 1.06526 0.00
O -3.09081 -0.08824 1.23696 -0.33
H -1.07111 -2.13594 -4.63984 0.14
H -3.85331 -1.10444 -2.82804 0.15
H -3.19891 0.42956 -3.44054 0.16
H -4.81391 0.08036 -0.89284 0.13
H -4.10671 1.65996 -1.35034 0.13
C 2.22859 -1.24074 3.09636 -0.52
C 2.52039 -2.58074 2.43826 -0.52
S 1.87799 -2.71024 0.73166 0.81
C 1.02539 -4.32314 0.78666 -0.54
C -0.14441 -4.42684 1.75356 -0.50
S -1.38611 -3.09744 1.47186 0.77
C -1.66021 -2.39744 3.12506 -0.53
C -0.43191 -1.91224 3.87306 -0.50
S 0.51119 -0.63574 2.96656 0.75
H 2.80089 -0.44884 2.61146 0.07
H 2.50599 -1.27664 4.15336 0.08
H 2.09369 -3.40174 3.01096 0.06
H 3.60129 -2.72244 2.38706 0.07
H 1.77149 -5.08974 1.01116 0.08
H 0.67469 -4.45554 -0.23744 0.07
H 0.18269 -4.37324 2.79016 0.06
H -0.63991 -5.38894 1.60216 0.07
H -2.18531 -3.13944 3.73266 0.08
H -2.33451 -1.56654 2.90946 0.05
H 0.25479 -2.72744 4.10106 0.06
H -0.75571 -1.46014 4.81306 0.08
N 1.94449 0.52956 -1.65044 0.12
C 2.20369 1.86626 -1.82664 -0.26
C 3.35069 2.30786 -2.45734 -0.04
C 3.65049 3.66966 -2.55574 -0.09
C 2.80879 4.61246 -2.03184 -0.06
C 1.61299 4.21346 -1.40624 -0.16
C 0.67109 5.13156 -0.89534 -0.01
C -0.47901 4.66466 -0.32354 -0.03
C -0.68561 3.27536 -0.24464 -0.13
N 0.16399 2.39446 -0.70714 0.00
C 1.29919 2.83226 -1.29194 -0.17
H 2.46279 -0.10314 -2.23824 0.10
H 0.97699 0.27486 -1.52594 -0.04
H 4.03249 1.58616 -2.88374 0.11
H 4.55639 3.97396 -3.06074 0.10
H 3.03669 5.66556 -2.10044 0.11
H 0.87209 6.19126 -0.97834 0.12
H -1.23121 5.33606 0.05946 0.11
H -1.59171 2.89976 0.21476 0.08
```

## Properties
Charge = 0
Relative energy (zero: lowest compared OMol25 entry of this formula, charge and spin) = 42.0 kcal per mole
E_tot = -2439.4412 Eh

=====

(5)
Density functional theory data (ωB97M-V/def2-TZVPD) for an isolated molecule of C19H25F3N4O2.

XYZ file:
```
53
Properties=species:S:1:pos:R:3:lowdin_charge:R:1
C 3.91986 -2.74141 -6.16107 -0.11
H 3.76052 -3.80621 -5.96359 0.09
O 2.71504 -2.01221 -6.12319 -0.19
C 2.15207 -1.88006 -4.84485 -0.22
C 1.54879 -3.18870 -4.29716 -0.15
N 0.75600 -2.94973 -3.11818 0.06
C 1.24240 -3.10159 -1.86991 -0.50
O 2.33129 -3.56711 -1.61220 0.07
C 0.24550 -2.67647 -0.79088 -0.10
N -0.49553 -1.49968 -1.20912 -0.19
C 0.31044 -0.29069 -1.23241 -0.16
C 0.60329 0.28057 0.16325 -0.10
H 1.21621 -0.42900 0.71500 0.09
H 1.16195 1.21284 0.06909 0.13
C -0.72247 0.53090 0.88326 -0.26
N -0.57374 1.13820 2.19025 0.06
C -1.27904 2.24794 2.59232 -0.15
C -2.19646 3.06817 1.95210 0.00
C -2.71967 4.11993 2.67252 -0.02
C -2.33897 4.34870 4.00119 -0.13
C -1.42846 3.54124 4.65619 0.07
C -0.89706 2.47942 3.93697 -0.21
N 0.00173 1.52389 4.31470 0.16
C 0.17227 0.75078 3.28202 -0.32
C 1.10308 -0.40356 3.33185 0.00
H 0.65859 -1.30536 2.91840 0.07
H 1.35415 -0.57626 4.37472 0.09
H 2.02365 -0.18047 2.79360 0.09
H -1.13839 3.71855 5.67835 0.13
C -2.96740 5.51638 4.70057 -0.59
F -4.31156 5.41234 4.76131 0.13
F -2.72568 6.68290 4.06737 0.13
F -2.54785 5.68066 5.96109 0.14
H -3.43673 4.78363 2.21454 0.12
H -2.50395 2.90606 0.93023 0.11
C -1.54115 -0.76328 0.93750 -0.10
H -1.02609 -1.51778 1.53293 0.11
C -1.73757 -1.28112 -0.49371 -0.17
H -2.30233 -2.21551 -0.48108 0.12
H -2.31435 -0.54493 -1.06407 0.13
H -2.51094 -0.57198 1.39974 0.13
H -1.28723 1.25586 0.28404 0.14
H 1.24944 -0.51157 -1.74385 0.12
H -0.23429 0.45367 -1.82282 0.13
H -0.45932 -3.50240 -0.65883 0.14
H 0.80355 -2.55779 0.14808 0.12
H -0.11423 -2.44526 -3.20905 0.14
H 2.34310 -3.88018 -4.00728 0.12
H 0.92736 -3.64785 -5.07080 0.13
H 2.89648 -1.49918 -4.12910 0.13
H 1.35675 -1.13635 -4.95740 0.12
H 4.64107 -2.34903 -5.43514 0.09
H 4.31587 -2.61989 -7.16743 0.09
```

## Properties
Charge = 0
Relative energy (zero: lowest compared OMol25 entry of this formula, charge and spin) = 6.9 kcal per mole
E_tot = -1408.1652 Eh

=====

> What is the E_tot in the first record?

-4469.9119 Eh